The following is a DFT calculation (ωB97M-V/def2-TZVPD) of 11 unconnected molecules or ions with the total composition C52H133N7O17.

```
209
Properties=species:S:1:pos:R:3:forces:R:3:lowdin_charge:R:1
C 3.930 -0.522 7.861 0.903 -0.175 0.353 -0.065
C 3.253 -1.862 8.008 -2.234 -0.867 -0.661 -0.497
C 2.342 -2.258 6.776 1.284 0.361 0.416 -0.042
O 4.084 -2.962 8.312 0.817 -0.198 -0.646 -0.049
H 3.276 0.283 7.528 -0.112 -0.187 0.094 0.082
H 4.814 -0.548 7.224 -0.131 -0.171 -0.367 0.082
H 4.322 -0.289 8.851 -0.026 0.437 0.115 0.074
H 2.608 -1.816 8.886 -0.551 0.502 -0.041 0.123
H 1.841 -3.222 6.856 -0.121 0.184 0.554 0.071
H 2.958 -2.370 5.884 0.262 0.192 -0.051 0.071
H 1.639 -1.450 6.572 -0.157 -0.131 0.140 0.068
H 4.772 -2.684 8.922 0.062 0.053 0.090 0.084
C -0.239 7.255 -4.354 0.483 0.712 0.046 -0.072
C -0.891 6.913 -3.065 -0.940 -0.277 1.066 -0.505
C -0.714 7.985 -1.949 0.316 -0.237 -0.889 -0.047
O -2.283 6.657 -3.267 -0.219 -0.332 0.283 -0.063
H -0.434 8.315 -4.515 0.296 0.149 -0.485 0.079
H -0.623 6.677 -5.195 0.104 -0.102 0.178 0.086
H 0.824 7.074 -4.191 0.178 0.269 -0.541 0.085
H -0.501 5.941 -2.762 -0.064 0.005 0.414 0.133
H -1.226 7.712 -1.027 -0.009 -0.016 -0.170 0.076
H -1.085 8.934 -2.336 -0.490 0.047 0.049 0.071
H 0.325 8.232 -1.735 0.210 -0.461 0.077 0.073
H -2.721 7.418 -3.656 0.137 0.239 -0.026 0.083
C -0.820 -0.175 -0.400 -1.260 0.141 1.680 -0.035
C -1.222 0.116 1.123 -0.324 -1.518 -0.748 -0.464
C -1.819 -1.129 1.862 -0.272 0.803 -1.261 -0.056
O -0.132 0.479 1.905 2.101 0.563 0.174 -0.068
H -0.330 -1.144 -0.498 0.622 0.326 0.133 0.069
H -0.321 0.679 -0.858 0.354 -0.289 0.171 0.069
H -1.745 -0.324 -0.957 -0.257 0.208 0.028 0.063
H -1.854 1.001 1.198 -0.800 -0.311 -0.555 0.124
H -2.007 -0.767 2.873 -0.242 -0.496 0.137 0.074
H -1.127 -1.970 1.836 0.376 0.255 0.230 0.080
H -2.722 -1.536 1.408 -0.284 0.343 0.116 0.072
H -0.186 0.076 2.774 -0.021 -0.027 -0.100 0.073
C -4.984 -6.333 6.207 -0.066 -0.183 -0.369 -0.079
C -5.818 -5.078 5.958 -0.530 -0.060 2.869 -0.427
C -7.215 -5.040 6.797 1.322 -0.867 -0.871 -0.036
O -5.044 -3.966 6.435 0.179 -0.191 -0.644 -0.075
H -4.001 -6.263 5.740 -0.143 0.194 -0.510 0.074
H -5.568 -7.108 5.710 0.326 -0.475 0.131 0.076
H -4.708 -6.648 7.214 -0.753 0.386 0.352 0.078
H -5.949 -5.089 4.876 -0.416 0.612 -0.058 0.121
H -7.058 -4.607 7.785 0.211 0.867 -0.370 0.069
H -7.573 -6.008 7.148 0.034 -0.505 -0.802 0.060
H -7.996 -4.577 6.194 -0.013 0.232 0.368 0.062
H -5.598 -3.188 6.531 -0.154 0.020 -0.096 0.076
C -3.989 1.438 -7.573 -0.097 0.693 -0.930 -0.055
C -4.934 0.812 -8.645 1.023 -1.555 0.983 -0.393
C -4.130 -0.012 -9.711 0.628 0.330 -0.936 -0.193
O -3.117 0.832 -10.248 0.525 0.286 -0.037 -0.221
C -2.391 0.378 -11.396 -0.605 0.590 0.675 -0.091
N -5.801 -0.121 -7.948 -0.571 -0.920 0.051 0.001
H -4.504 2.084 -6.863 -0.382 0.383 -0.428 0.067
H -3.244 2.002 -8.135 0.046 0.276 0.340 0.065
H -3.454 0.792 -6.876 -0.132 -0.879 -0.658 0.077
H -5.621 1.495 -9.143 0.890 0.832 -0.280 0.133
H -4.717 -0.403 -10.542 -1.024 0.638 -0.318 0.107
H -3.686 -0.975 -9.460 0.232 0.094 1.506 0.121
H -1.834 1.238 -11.767 -0.359 0.149 -0.148 0.084
H -3.119 0.025 -12.126 0.253 -0.178 -0.334 0.083
H -1.605 -0.351 -11.195 -0.322 -0.530 0.355 0.081
H -6.341 0.355 -7.239 0.123 0.200 0.252 0.068
H -6.502 -0.422 -8.609 -0.220 -0.407 -0.090 0.066
C 3.594 1.296 -8.125 0.698 -0.248 -1.308 -0.097
O 4.838 1.845 -8.636 -1.125 -0.737 -0.446 -0.198
C 4.789 3.196 -9.083 -1.284 0.228 1.636 -0.205
C 3.678 3.737 -10.092 2.427 0.063 0.905 -0.155
N 4.368 3.996 -11.383 -1.361 0.063 0.226 -0.079
C 5.292 5.129 -11.263 0.435 -1.576 -1.713 -0.188
C 6.624 4.876 -12.071 -0.629 0.853 0.610 -0.236
O 7.047 3.548 -12.144 1.023 -0.941 0.249 -0.201
C 8.397 3.505 -12.672 -0.465 0.235 1.243 -0.078
H 3.847 0.283 -7.812 0.031 0.260 0.469 0.085
H 2.864 1.141 -8.920 0.022 0.164 -0.412 0.069
H 3.041 1.865 -7.377 0.628 0.312 0.428 0.085
H 5.789 3.488 -9.402 -0.093 -0.533 -0.455 0.108
H 4.691 3.716 -8.129 -0.350 0.717 0.145 0.105
H 3.402 4.682 -9.623 0.103 0.400 -0.426 0.101
H 2.716 3.226 -10.056 0.363 -0.665 -0.720 0.101
H 4.871 3.177 -11.692 -0.001 -0.130 0.168 0.091
H 5.550 5.296 -10.217 -0.008 0.443 -0.078 0.098
H 4.823 5.975 -11.766 0.089 0.440 0.584 0.111
H 7.319 5.487 -11.495 0.630 0.082 -0.224 0.110
H 6.617 5.238 -13.099 -0.479 0.485 -0.069 0.117
H 8.404 3.862 -13.702 0.195 -0.172 -0.044 0.089
H 8.891 2.548 -12.506 -0.842 -0.476 -0.562 0.087
H 9.031 4.115 -12.028 -0.012 0.736 -0.206 0.080
C -6.286 -11.007 -2.006 -1.018 -0.346 -1.334 -0.151
O -5.409 -9.942 -2.181 0.444 0.972 0.686 -0.191
C -5.962 -8.715 -1.650 0.982 0.128 -0.611 -0.196
C -4.861 -7.657 -1.527 1.609 0.161 -0.069 -0.208
N -4.332 -7.054 -2.785 -1.052 0.520 0.996 -0.062
C -3.224 -6.039 -2.669 -1.808 -1.792 -1.590 -0.171
C -2.718 -5.779 -4.125 2.485 -0.345 2.035 -0.198
O -2.148 -7.000 -4.629 -0.733 0.307 0.522 -0.208
C -1.559 -6.882 -5.894 -0.443 -0.755 -0.351 -0.126
H -7.261 -10.734 -2.410 -0.496 0.206 0.167 0.080
H -6.454 -11.378 -0.995 0.452 0.141 0.278 0.087
H -6.007 -11.808 -2.691 0.512 -0.185 0.379 0.088
H -6.351 -8.924 -0.653 -0.240 0.140 0.065 0.117
H -6.733 -8.376 -2.341 -0.336 0.047 0.139 0.121
H -4.043 -8.138 -0.990 0.433 -0.672 -0.019 0.106
H -5.048 -6.885 -0.781 -0.965 0.373 -0.389 0.110
H -4.094 -7.811 -3.410 0.453 0.158 -0.085 0.093
H -2.451 -6.422 -2.004 0.589 -0.044 -0.310 0.108
H -3.552 -5.101 -2.219 -0.443 -0.004 -0.169 0.109
H -1.831 -5.193 -3.885 0.194 0.804 -0.392 0.106
H -3.301 -5.192 -4.834 -0.647 -0.525 0.121 0.124
H -0.762 -6.145 -5.998 -0.115 0.417 0.288 0.086
H -2.362 -6.726 -6.615 0.164 0.348 -0.422 0.087
H -1.112 -7.849 -6.124 -0.020 -0.049 0.065 0.087
C 8.579 -15.951 -3.081 1.839 0.310 0.225 -0.137
O 8.318 -14.614 -3.462 -0.649 -0.277 1.089 -0.181
C 7.080 -14.175 -2.907 -0.084 -1.543 -1.120 -0.245
C 7.044 -12.719 -2.874 -0.268 2.031 1.673 -0.218
N 5.930 -12.117 -2.110 -0.540 -0.008 -1.212 -0.061
C 5.897 -10.667 -2.316 -0.024 -0.410 1.333 -0.222
C 4.771 -9.999 -1.551 -0.349 0.096 -0.703 -0.254
O 4.970 -9.866 -0.149 -0.185 0.351 0.239 -0.179
C 3.842 -9.185 0.437 -0.533 -0.873 -1.077 -0.099
H 7.863 -16.759 -3.231 -0.334 0.288 -1.543 0.086
H 8.738 -16.171 -2.025 0.125 1.132 0.789 0.075
H 9.581 -15.991 -3.508 -0.185 -1.462 -0.329 0.095
H 6.992 -14.609 -1.911 -0.466 -0.057 0.084 0.125
H 6.372 -14.545 -3.649 -0.899 -0.259 0.664 0.132
H 6.970 -12.308 -3.881 0.470 0.074 0.056 0.128
H 7.923 -12.414 -2.307 0.836 0.281 -0.787 0.127
H 5.894 -12.383 -1.136 0.317 0.120 0.038 0.111
H 5.809 -10.467 -3.384 -0.325 -0.001 0.005 0.119
H 6.786 -10.127 -1.988 0.695 -0.176 0.045 0.118
H 3.858 -10.547 -1.785 -0.345 -0.122 0.264 0.122
H 4.668 -9.011 -2.001 -0.138 0.368 0.080 0.115
H 3.460 -8.437 -0.258 0.429 0.669 0.161 0.076
H 3.978 -8.799 1.447 0.666 -0.071 -0.294 0.087
H 2.989 -9.863 0.459 -0.056 -0.462 0.319 0.080
C -2.488 4.450 12.851 1.505 1.607 -0.673 -0.063
O -2.523 5.125 11.513 0.106 -0.533 1.821 -0.182
C -1.998 4.314 10.475 -0.331 -1.863 1.562 -0.268
C -1.955 4.869 9.118 -0.239 1.083 -1.760 -0.257
N -3.169 5.591 8.817 -0.376 0.581 -1.894 -0.040
C -3.280 6.363 7.481 -0.875 -0.247 2.488 -0.144
C -4.380 7.445 7.711 1.526 0.362 -0.073 -0.203
O -4.005 8.346 8.776 -0.451 -0.702 0.648 -0.203
C -4.646 9.610 8.716 0.055 0.384 -1.446 -0.121
H -2.776 5.182 13.606 -1.000 -0.003 -0.447 0.080
H -1.459 4.339 13.194 0.599 -0.271 -0.648 0.071
H -2.916 3.462 13.019 -0.720 0.190 -0.816 0.083
H -2.651 3.442 10.475 0.031 -0.434 -0.264 0.121
H -0.986 3.969 10.686 0.217 -0.076 0.439 0.121
H -1.851 4.041 8.417 0.002 -0.320 0.066 0.122
H -1.060 5.466 8.939 0.312 0.431 0.212 0.114
H -3.301 6.215 9.601 -0.321 0.513 -0.273 0.085
H -3.607 5.770 6.626 -0.465 -0.704 0.417 0.101
H -2.351 6.755 7.066 0.385 0.589 0.725 0.104
H -5.349 7.001 7.941 -0.001 -0.133 -0.107 0.121
H -4.402 7.993 6.769 -0.450 0.279 -0.122 0.110
H -4.672 10.267 9.585 0.992 -0.741 0.571 0.083
H -5.706 9.623 8.463 -0.230 -0.770 -0.376 0.080
H -4.106 10.103 7.908 -0.287 0.760 -0.060 0.084
C -7.819 1.910 10.155 0.127 1.335 -0.547 -0.111
O -9.105 1.475 9.806 -0.182 -0.602 -0.247 -0.189
C -9.167 0.600 8.696 -0.588 0.451 -0.763 -0.187
C -8.793 1.237 7.258 -0.366 -2.443 1.586 -0.177
N -7.385 1.043 6.936 -0.387 1.672 -0.071 -0.083
C -7.059 1.668 5.662 1.703 -1.719 -1.023 -0.213
C -7.589 0.948 4.368 0.464 2.297 0.789 -0.180
O -7.108 1.823 3.355 0.718 -0.367 0.117 -0.205
C -7.299 1.310 2.082 -0.623 0.448 -1.035 -0.142
H -7.989 2.935 10.482 0.377 -0.003 0.444 0.093
H -7.178 2.006 9.279 0.086 -0.129 0.043 0.062
H -7.261 1.353 10.908 -0.397 -0.409 0.140 0.088
H -10.186 0.213 8.687 -0.460 0.730 -0.292 0.107
H -8.693 -0.353 8.934 1.179 0.133 -0.437 0.114
H -9.177 2.242 7.084 -0.054 0.197 0.412 0.123
H -9.276 0.560 6.553 -0.525 0.164 -0.060 0.101
H -6.853 1.685 7.505 0.158 -0.469 0.907 0.073
H -5.973 1.598 5.726 0.485 -0.855 -0.987 0.113
H -6.989 2.753 5.574 -1.808 0.479 0.013 0.119
H -8.674 0.984 4.265 -0.295 -0.335 0.434 0.112
H -7.238 -0.077 4.245 0.213 -0.045 0.147 0.121
H -8.364 1.207 1.875 -0.354 -0.447 0.053 0.084
H -6.791 0.366 1.881 0.127 -0.163 0.190 0.087
H -6.991 2.043 1.336 0.432 0.070 0.191 0.089
C 11.575 11.640 1.917 -0.735 0.209 -0.600 -0.093
O 11.321 10.287 1.371 -0.999 1.334 0.743 -0.185
C 9.900 9.898 1.333 0.082 -0.581 -0.411 -0.184
C 9.740 8.631 0.418 1.262 1.083 -0.710 -0.199
N 8.440 8.405 -0.220 0.132 3.391 2.269 -0.085
C 8.327 7.212 -0.917 -1.143 -2.109 0.197 -0.247
C 6.886 6.993 -1.459 -0.145 0.200 -1.199 -0.190
O 5.783 7.083 -0.523 1.523 0.626 -0.463 -0.183
C 5.788 5.978 0.354 -0.445 -0.388 -0.332 -0.124
H 11.771 12.431 1.193 0.026 -0.594 -1.199 0.070
H 12.451 11.783 2.549 -0.075 -1.210 0.355 0.076
H 10.718 12.110 2.398 -0.279 -0.749 0.548 0.074
H 9.231 10.716 1.065 0.296 0.196 -0.538 0.113
H 9.510 9.541 2.285 0.523 0.364 0.672 0.107
H 10.126 7.824 1.041 -0.276 -0.641 0.013 0.112
H 10.467 8.735 -0.387 0.152 0.057 -0.102 0.114
H 7.789 8.366 0.551 -0.618 0.242 -0.069 0.111
H 8.475 6.449 -0.153 0.582 -1.115 -0.434 0.103
H 9.109 7.193 -1.676 -0.303 -0.469 -0.301 0.131
H 6.750 6.094 -2.060 0.546 -1.064 0.734 0.111
H 6.737 7.631 -2.330 -0.431 1.243 0.693 0.115
H 4.894 6.004 0.977 0.040 0.278 -0.043 0.089
H 6.664 5.916 0.999 0.141 0.099 0.021 0.078
H 5.722 5.081 -0.262 0.142 -0.402 0.154 0.087
```
Forces are in eV/Å.

Output
Total energy = -101300.5060 eV
Relative energy (zero: lowest compared OMol25 entry of this formula, charge and spin) = 432.3 kJ/mol